Record 1
{"formula": "C40H60F6O20Pb", "method": "ωB97M-V/def2-TZVPD", "spin_multiplicity": 1, "homo_energy_ev": -7.2, "total_charge": 0, "orbital_gap_ev": 7.210, "elements": ["Pb", "C", "O", "O", "C", "F", "F", "F", "C", "C", "H", "H", "H", "H", "H", "H", "C", "O", "O", "C", "F", "F", "F", "C", "C", "H", "H", "H", "H", "H", "H", "O", "C", "O", "C", "C", "C", "H", "H", "H", "H", "H", "H", "O", "C", "O", "C", "C", "C", "H", "H", "H", "H", "H", "H", "O", "C", "O", "C", "C", "C", "H", "H", "H", "H", "H", "H", "O", "C", "O", "C", "C", "C", "H", "H", "H", "H", "H", "H", "O", "C", "O", "C", "C", "C", "H", "H", "H", "H", "H", "H", "O", "C", "O", "C", "C", "C", "H", "H", "H", "H", "H", "H", "O", "C", "O", "C", "C", "C", "H", "H", "H", "H", "H", "H", "O", "C", "O", "C", "C", "C", "H", "H", "H", "H", "H", "H"], "positions_angstrom": [[0.389, 0.476, -0.478], [-1.809, -0.092, -2.966], [-0.389, -0.456, -3.086], [-1.893, 0.612, -1.764], [-2.528, 0.413, -4.291], [-3.622, 1.093, -3.963], [-1.823, 1.183, -5.175], [-2.985, -0.606, -5.008], [-0.151, -1.376, -4.181], [1.267, -1.800, -3.966], [1.929, -0.952, -3.789], [1.340, -2.396, -3.057], [1.673, -2.324, -4.832], [-0.087, -0.751, -5.072], [-0.607, -2.301, -4.534], [-2.327, -1.047, -2.874], [2.520, -2.959, 0.331], [2.404, -3.181, 1.730], [1.915, -1.669, 0.148], [3.976, -3.167, -0.325], [4.175, -4.501, -0.501], [3.875, -2.692, -1.618], [4.981, -2.669, 0.354], [3.039, -4.383, 2.269], [3.346, -4.027, 3.694], [3.544, -4.898, 4.319], [4.177, -3.341, 3.856], [2.526, -3.721, 4.343], [4.001, -4.700, 1.865], [2.298, -5.181, 2.320], [1.799, -3.636, -0.127], [-6.848, -0.960, -4.002], [-6.459, -0.901, -2.817], [-5.385, -1.502, -2.519], [-4.951, -1.257, -1.204], [-5.673, 0.011, -0.775], [-6.907, 0.075, -1.664], [-3.888, -1.036, -1.110], [-5.216, -1.967, -0.420], [-5.065, 0.911, -0.872], [-6.031, 0.009, 0.255], [-7.017, 1.103, -2.008], [-7.739, -0.345, -1.099], [-1.137, -1.056, 0.824], [-1.621, -1.774, 1.722], [-2.939, -1.728, 1.929], [-3.392, -2.300, 3.152], [-2.086, -2.738, 3.774], [-0.992, -2.762, 2.770], [-4.084, -3.099, 2.886], [-3.999, -1.532, 3.632], [-2.168, -3.646, 4.371], [-1.860, -1.979, 4.523], [-0.941, -3.770, 2.358], [-0.028, -2.386, 3.113], [-0.889, 1.953, 1.658], [-2.021, 1.827, 2.020], [-2.346, 1.344, 3.238], [-3.664, 1.595, 3.635], [-4.045, 2.798, 2.678], [-3.281, 2.432, 1.402], [-3.673, 1.877, 4.688], [-4.311, 0.720, 3.564], [-3.499, 3.586, 3.198], [-5.110, 3.028, 2.632], [-3.003, 3.141, 0.623], [-3.780, 1.572, 0.955], [0.669, 2.824, -1.324], [0.490, 3.808, -2.071], [0.725, 5.021, -1.684], [0.230, 6.019, -2.541], [-0.524, 5.295, -3.646], [-0.223, 3.730, -3.407], [1.004, 6.646, -2.983], [-0.467, 6.606, -1.942], [-0.166, 5.710, -4.589], [-1.568, 5.541, -3.450], [0.549, 3.357, -4.079], [-1.083, 3.088, -3.215], [-2.043, -6.132, 0.654], [-1.835, -5.431, -0.285], [-1.941, -4.067, -0.379], [-1.541, -3.569, -1.631], [-1.000, -4.776, -2.462], [-1.654, -5.958, -1.718], [-0.712, -2.870, -1.524], [-2.408, -3.161, -2.151], [0.076, -4.912, -2.349], [-1.185, -4.834, -3.535], [-0.987, -6.811, -1.590], [-2.654, -6.209, -2.071], [2.083, 1.661, 1.154], [2.714, 2.742, 1.120], [3.472, 3.033, 0.128], [3.958, 4.339, 0.114], [3.443, 5.016, 1.395], [2.812, 3.876, 2.192], [3.625, 4.975, -0.706], [5.048, 4.331, 0.111], [2.890, 5.930, 1.184], [4.248, 5.527, 1.923], [1.765, 4.095, 2.398], [3.316, 3.591, 3.115], [1.885, 2.135, 6.872], [1.686, 1.249, 6.016], [2.327, 0.081, 5.992], [1.991, -0.676, 4.844], [1.232, 0.327, 3.925], [0.664, 1.240, 4.889], [1.301, -1.499, 5.032], [2.871, -1.109, 4.368], [0.510, -0.181, 3.286], [1.986, 0.774, 3.278], [-0.312, 0.990, 5.306], [0.617, 2.275, 4.549], [2.535, 0.918, -2.225], [3.697, 1.301, -2.465], [4.017, 2.463, -3.035], [5.354, 2.808, -2.865], [6.077, 1.536, -2.624], [5.007, 0.785, -1.883], [5.306, 3.601, -2.118], [5.602, 3.256, -3.827], [6.964, 1.762, -2.033], [6.565, 0.975, -3.421], [5.092, 1.063, -0.832], [4.991, -0.304, -1.918]]}

---

Record 2
{"formula": "C10H5ClNO5Pt", "method": "ωB97M-V/def2-TZVPD", "relative_energy_ev": 0.0000, "spin_multiplicity": 3, "homo_energy_ev": [-10.3, -13.2], "total_charge": 1, "orbital_gap_ev": [6.374, 8.351], "s2": 2.009, "elements": ["O", "C", "Pt", "C", "O", "C", "O", "C", "O", "C", "O", "H", "Cl", "C", "C", "C", "C", "N", "C", "H", "H", "H", "H"], "positions_angstrom": [[-0.026, 3.250, -1.566], [-0.019, 2.103, -1.522], [0.002, -0.020, -1.588], [0.018, -2.032, -1.537], [0.024, -3.172, -1.697], [-0.014, -0.126, -3.615], [-0.102, -1.032, -4.387], [2.017, 0.026, -1.605], [3.160, 0.026, -1.729], [-2.014, -0.005, -1.602], [-3.157, -0.018, -1.732], [0.095, 1.025, -3.761], [0.047, 2.635, 3.666], [0.022, 1.128, 2.858], [0.001, -0.072, 3.567], [-0.021, -1.255, 2.837], [-0.022, -1.198, 1.440], [0.001, -0.040, 0.776], [0.023, 1.122, 1.455], [0.003, -0.054, 4.653], [-0.037, -2.232, 3.312], [-0.043, -2.122, 0.862], [0.042, 2.062, 0.916]]}

---

Record 3
{"formula": "H14O7Ti", "method": "ωB97M-V/def2-TZVPD", "relative_energy_ev": 2.8313, "spin_multiplicity": 4, "homo_energy_ev": [-10.4, -14.1], "total_charge": 1, "orbital_gap_ev": [6.616, 9.947], "s2": 3.751, "elements": ["Ti", "O", "H", "H", "O", "H", "H", "O", "H", "H", "O", "H", "H", "O", "H", "H", "O", "H", "H", "O", "H", "H"], "positions_angstrom": [[0.415, 0.350, -0.149], [0.722, -2.924, 0.860], [1.353, -3.388, 0.310], [0.811, -3.330, 1.722], [-1.010, 3.793, 0.127], [-0.839, 4.734, 0.090], [-1.804, 3.714, 0.655], [-0.855, 0.505, 3.363], [-1.779, 0.344, 3.554], [-0.385, -0.142, 3.890], [2.043, -0.400, -3.259], [2.310, -0.054, -4.111], [2.686, -1.083, -3.065], [-3.632, -1.157, 0.664], [-3.252, -1.111, -0.214], [-3.191, -1.899, 1.078], [-2.099, -0.159, -2.793], [-1.292, -0.361, -3.267], [-2.772, -0.114, -3.472], [3.878, 0.922, 1.105], [4.728, 1.352, 1.005], [3.963, 0.408, 1.908]]}

---

Record 4
{"formula": "C2H3BrFI", "method": "ωB97M-V/def2-TZVPD", "smiles": "F[C@H](Br)CI", "relative_energy_ev": 0.1732, "spin_multiplicity": 1, "homo_energy_ev": -10.0, "total_charge": 0, "orbital_gap_ev": 9.998, "elements": ["F", "C", "Br", "C", "I", "H", "H", "H"], "positions_angstrom": [[0.530, -1.493, 0.650], [-0.007, -0.233, 0.683], [-1.900, -0.395, 1.191], [0.044, 0.346, -0.678], [2.083, 0.588, -1.375], [0.423, 0.161, 1.535], [-0.594, -0.209, -1.266], [-0.578, 1.236, -0.741]]}

---

Record 5
{"formula": "C22H18FN2O5S2SeW", "method": "ωB97M-V/def2-TZVPD", "relative_energy_ev": 3.3932, "spin_multiplicity": 3, "homo_energy_ev": [-3.3, -5.6], "total_charge": -1, "orbital_gap_ev": [5.787, 5.676], "s2": 2.041, "elements": ["W", "C", "C", "N", "N", "C", "S", "S", "C", "C", "C", "C", "C", "C", "C", "C", "C", "C", "C", "C", "C", "O", "H", "H", "H", "H", "H", "H", "H", "H", "H", "H", "H", "H", "H", "H", "O", "Se", "O", "O", "O", "F", "C", "C", "C", "C", "C", "C", "H", "H", "H", "H"], "positions_angstrom": [[-0.977, -0.455, 1.603], [2.199, 1.221, -0.965], [1.148, 1.207, 0.110], [0.029, 0.373, -0.075], [-0.076, -0.114, -1.300], [-1.023, -0.967, -1.584], [-2.209, -1.559, -0.459], [-1.222, -1.347, -3.295], [-0.803, -3.153, -3.376], [0.642, -3.393, -3.071], [1.050, -3.681, -1.774], [2.398, -3.777, -1.456], [3.350, -3.614, -2.451], [2.953, -3.368, -3.758], [1.608, -3.253, -4.066], [1.253, 2.033, 1.249], [2.329, 2.962, 1.359], [2.508, 3.758, 2.462], [1.624, 3.684, 3.539], [0.529, 2.842, 3.453], [0.313, 2.036, 2.343], [-0.812, 1.325, 2.291], [2.233, 0.250, -1.449], [3.179, 1.446, -0.552], [1.963, 1.964, -1.734], [-1.042, -3.413, -4.407], [-1.479, -3.665, -2.694], [0.307, -3.805, -0.999], [2.696, -3.937, -0.427], [4.402, -3.673, -2.201], [3.696, -3.243, -4.538], [1.296, -3.033, -5.081], [3.010, 3.067, 0.527], [3.340, 4.452, 2.482], [1.778, 4.285, 4.426], [-0.197, 2.779, 4.254], [0.428, -0.617, 3.102], [0.368, -2.307, 2.827], [0.143, -1.998, 1.124], [-2.099, -1.360, 2.505], [1.884, -2.845, 2.978], [-5.509, 3.945, 0.707], [-4.618, 2.921, 0.771], [-4.670, 2.051, 1.841], [-3.748, 1.015, 1.903], [-2.776, 0.841, 0.916], [-2.773, 1.734, -0.152], [-3.688, 2.777, -0.235], [-5.419, 2.185, 2.611], [-3.785, 0.327, 2.738], [-2.053, 1.626, -0.955], [-3.677, 3.470, -1.067]]}

---

Record 6
{"formula": "C3H6ClNOS", "method": "ωB97M-V/def2-TZVPD", "relative_energy_ev": 2.9540, "spin_multiplicity": 1, "homo_energy_ev": -8.8, "total_charge": 0, "orbital_gap_ev": 8.659, "elements": ["C", "C", "C", "N", "O", "S", "Cl", "H", "H", "H", "H", "H", "H"], "positions_angstrom": [[-1.873, 0.066, 1.070], [2.133, 2.013, 0.126], [0.796, 1.183, 2.321], [-1.147, -0.189, 0.137], [-2.605, 0.436, 1.874], [1.623, 0.565, 1.067], [-0.467, -4.310, -1.028], [2.995, 1.792, -0.468], [2.443, 2.865, 0.700], [1.289, 2.329, -0.484], [0.351, 0.305, 2.933], [-1.126, -3.367, -0.602], [-0.423, -0.817, -0.036]]}

---

Record 7
{"formula": "C9H14", "method": "ωB97M-V/def2-TZVPD", "smiles": "Cc1ccccc1.CC", "relative_energy_ev": 1.7834, "spin_multiplicity": 1, "homo_energy_ev": -8.8, "total_charge": 0, "orbital_gap_ev": 9.734, "elements": ["C", "C", "C", "C", "C", "C", "C", "H", "H", "H", "H", "H", "H", "H", "H", "C", "C", "H", "H", "H", "H", "H", "H"], "positions_angstrom": [[0.234, -1.262, -2.725], [-0.441, -0.898, -1.454], [-0.615, -1.854, -0.494], [-0.752, -1.405, 0.818], [-0.947, -0.016, 1.157], [-0.906, 0.883, 0.038], [-0.402, 0.483, -1.200], [0.319, -2.298, -2.949], [1.205, -0.759, -2.685], [-0.354, -0.888, -3.644], [-0.475, -2.898, -0.832], [-0.942, -2.208, 1.647], [-0.874, 0.210, 2.249], [-1.211, 1.939, 0.156], [-0.221, 1.121, -2.031], [1.649, 0.988, 1.873], [1.196, 2.383, 1.593], [1.582, 0.309, 0.984], [2.702, 0.951, 2.341], [1.072, 0.507, 2.665], [1.631, 2.809, 0.702], [1.334, 3.000, 2.459], [0.136, 2.391, 1.293]]}

---

Record 8
{"formula": "C4H10N2", "method": "ωB97M-V/def2-TZVPD", "smiles": "CCC/N=C\\N", "relative_energy_ev": 0.7018, "spin_multiplicity": 1, "homo_energy_ev": -9.1, "total_charge": 0, "orbital_gap_ev": 10.056, "elements": ["C", "C", "C", "N", "C", "N", "H", "H", "H", "H", "H", "H", "H", "H", "H", "H"], "positions_angstrom": [[0.879, -0.043, -2.145], [1.430, 0.293, -0.753], [0.442, -0.137, 0.339], [-0.898, 0.310, 0.038], [-1.784, 0.173, 0.928], [-1.606, -0.248, 2.240], [-0.177, 0.238, -2.161], [0.867, -1.111, -2.349], [1.400, 0.532, -2.906], [1.683, 1.346, -0.658], [2.327, -0.283, -0.645], [0.477, -1.231, 0.411], [0.779, 0.250, 1.311], [-2.762, 0.651, 0.873], [-2.236, 0.064, 2.955], [-0.820, -0.804, 2.522]]}

---

Record 9
{"formula": "C3H6KO3", "method": "ωB97M-V/def2-TZVPD", "relative_energy_ev": 0.2019, "spin_multiplicity": 1, "homo_energy_ev": -13.3, "total_charge": 1, "orbital_gap_ev": 8.815, "elements": ["K", "C", "O", "C", "O", "O", "C", "H", "H", "H", "H", "H", "H"], "positions_angstrom": [[1.964, -2.510, 4.544], [1.035, -0.946, -1.952], [0.064, -0.065, -1.588], [-0.331, -0.036, -0.272], [0.098, -0.733, 0.686], [-1.161, 0.927, -0.154], [-1.399, 1.593, 1.046], [1.705, -1.291, -1.164], [1.698, -0.570, -2.731], [0.628, -1.836, -2.431], [-1.845, 2.558, 0.803], [-0.415, 1.829, 1.452], [-2.042, 1.083, 1.763]]}

---

Record 10
{"formula": "C3HNO2S", "method": "ωB97M-V/def2-TZVPD", "relative_energy_ev": 2.8298, "spin_multiplicity": 1, "homo_energy_ev": [-9.6, -9.5], "total_charge": 0, "orbital_gap_ev": [7.009, 6.892], "elements": ["C", "C", "C", "N", "O", "O", "S", "H"], "positions_angstrom": [[2.070, 2.229, -0.430], [-0.453, 0.061, -0.355], [0.442, -0.243, -1.412], [2.408, 3.230, -0.899], [-1.263, 0.998, -0.427], [1.200, -0.659, -2.174], [1.771, 0.952, 0.687], [-0.592, -0.790, 0.353]]}

---

Record 11
{"formula": "C2ClF2N", "method": "ωB97M-V/def2-TZVPD", "relative_energy_ev": 2.4702, "spin_multiplicity": 1, "homo_energy_ev": -11.9, "total_charge": 0, "orbital_gap_ev": 10.411, "elements": ["C", "C", "N", "F", "F", "Cl"], "positions_angstrom": [[-1.402, -0.415, 0.138], [0.668, 0.276, -0.078], [-2.432, -0.883, 0.234], [0.723, 1.280, 0.783], [0.695, 0.751, -1.313], [1.749, -1.010, 0.235]]}

---

Record 12
{"formula": "C26H44Cl2FeO2P2", "method": "ωB97M-V/def2-TZVPD", "relative_energy_ev": 0.2044, "spin_multiplicity": 6, "homo_energy_ev": [-8.8, -9.6], "total_charge": 1, "orbital_gap_ev": [6.028, 2.431], "s2": 8.809, "elements": ["Fe", "C", "C", "C", "C", "C", "C", "H", "H", "H", "C", "H", "H", "H", "C", "H", "H", "H", "C", "H", "H", "H", "C", "H", "H", "H", "C", "C", "C", "C", "C", "C", "C", "C", "H", "H", "H", "H", "H", "H", "H", "H", "H", "H", "H", "H", "P", "P", "C", "C", "H", "H", "H", "H", "C", "H", "H", "H", "C", "H", "H", "H", "C", "H", "H", "H", "C", "H", "H", "H", "Cl", "C", "Cl", "C", "O", "O", "H"], "positions_angstrom": [[1.871, 1.549, 0.318], [3.379, 2.952, 0.342], [2.603, 2.902, 1.573], [3.602, 0.827, 1.271], [4.021, 1.680, 0.191], [2.758, 1.576, 2.157], [3.746, 4.192, -0.390], [2.954, 4.938, -0.291], [3.885, 3.948, -1.451], [4.668, 4.636, 0.012], [5.274, 1.428, -0.569], [5.493, 2.232, -1.279], [5.210, 0.482, -1.120], [6.143, 1.344, 0.113], [4.263, -0.465, 1.607], [5.249, -0.303, 2.075], [4.427, -1.058, 0.697], [3.656, -1.048, 2.310], [2.380, 1.160, 3.545], [3.137, 1.465, 4.288], [2.292, 0.068, 3.591], [1.430, 1.606, 3.855], [1.988, 4.072, 2.259], [2.725, 4.487, 2.971], [1.083, 3.781, 2.820], [1.723, 4.860, 1.535], [0.970, 1.388, -1.518], [0.913, 2.730, -1.114], [-0.258, 3.426, -0.468], [-0.951, 2.534, 0.588], [0.025, 1.601, 1.282], [0.383, 0.285, 0.866], [-0.324, -0.406, -0.286], [-0.237, 0.455, -1.557], [-1.004, 3.796, -1.194], [-1.796, 2.004, 0.118], [0.140, 4.338, 0.011], [-1.170, 1.022, -1.689], [1.726, 1.129, -2.283], [1.576, 3.447, -1.603], [-0.183, -0.198, -2.440], [0.160, -1.377, -0.459], [0.755, -0.402, 1.640], [-1.379, -0.640, -0.048], [-1.384, 3.200, 1.354], [0.074, 1.804, 2.360], [-4.050, -2.844, -0.697], [-4.358, -4.911, 1.531], [-5.680, -3.767, -0.673], [-5.536, -5.088, 0.084], [-5.976, -3.940, -1.717], [-6.440, -3.130, -0.198], [-6.498, -5.428, 0.489], [-5.143, -5.872, -0.583], [-4.326, -6.681, 2.014], [-3.830, -6.781, 2.986], [-3.757, -7.260, 1.278], [-5.348, -7.072, 2.079], [-5.585, -4.343, 2.797], [-6.474, -4.987, 2.784], [-5.879, -3.302, 2.614], [-5.114, -4.395, 3.788], [-3.701, -2.975, -2.504], [-2.849, -2.327, -2.750], [-4.581, -2.671, -3.087], [-3.433, -4.008, -2.761], [-4.710, -1.129, -0.652], [-5.101, -0.904, 0.348], [-5.509, -1.008, -1.395], [-3.892, -0.428, -0.865], [5.741, 0.324, -4.422], [4.700, 1.685, -4.840], [3.825, 1.455, -6.375], [3.623, 1.885, -3.689], [3.419, 3.074, -3.402], [3.147, 0.793, -3.263], [5.318, 2.585, -4.912]]}